{
  "formula": "C12H17NOP",
  "method": "ωB97M-V/def2-TZVPD",
  "elements": ["C", "C", "C", "C", "C", "C", "C", "C", "C", "C", "C", "C", "N", "O", "P", "H", "H", "H", "H", "H", "H", "H", "H", "H", "H", "H", "H", "H", "H", "H", "H", "H"],
  "positions_angstrom": [[-1.78375, -2.30401, 2.15787], [-2.76762, -1.72916, 1.36814], [-0.64361, -1.53580, 2.57159], [-2.80405, -0.30329, 1.32446], [-0.61671, -0.23569, 2.33489], [-1.66325, 0.46038, 1.72056], [-2.67103, 0.42540, -2.10414], [2.80998, 1.41340, -1.19452], [1.40203, 1.18678, -1.71619], [2.99589, 0.33337, -0.14547], [0.75130, 0.92506, -0.18178], [-0.55549, 0.26767, -0.51050], [1.71034, 0.16933, 0.53622], [-0.59040, -1.00416, -0.56156], [-1.78475, 1.43210, -1.08812], [-1.79481, -3.47040, 2.25050], [-3.61862, -2.31829, 1.00391], [0.12712, -2.04929, 3.05244], [-3.52155, 0.42382, 0.93619], [0.11437, 0.31120, 2.73891], [-3.36913, 0.75417, -2.84638], [-2.24895, -0.57624, -2.18962], [3.71107, 1.30496, -1.95545], [2.87796, 2.41598, -0.75670], [0.78832, 1.99022, -2.11420], [1.34094, 0.19545, -2.23006], [3.16285, -0.62773, -0.71614], [3.78267, 0.65500, 0.52738], [0.52799, 1.76439, 0.37255], [-1.74271, 1.53154, 1.74681], [1.63752, -0.75123, 0.88752], [-1.29341, -1.36694, -1.05527]],
  "forces_ev_per_a": [[1.4224, -1.9455, -1.0618], [-1.2836, 1.7118, 0.8724], [-2.7056, -3.1860, -0.6562], [1.7014, 1.1052, -0.1352], [-2.0312, 1.5067, -0.8208], [-1.6908, -2.2291, 0.5587], [2.1657, 0.2734, 0.6727], [1.9480, 0.4259, -1.5168], [-0.7264, -1.0336, 2.3437], [-0.0482, -0.8331, -0.9475], [-0.9715, -3.5781, -1.7481], [1.3766, 0.0517, 0.4499], [1.6286, 1.2596, -0.2020], [2.4743, 0.0169, 0.5345], [-1.9079, 0.6675, -1.3423], [0.1018, 2.4275, 0.1390], [0.4201, 0.2701, 0.1445], [1.1451, -0.5201, 0.8671], [-0.7558, -1.3279, -0.2024], [3.0731, 2.0238, 1.2458], [-0.5017, 0.0582, 0.0239], [-0.8556, -0.0204, -0.5163], [-2.1294, 0.3595, 1.1982], [0.0543, -0.1654, -0.0540], [0.6071, 0.0344, -0.6736], [-0.2329, 0.9980, 0.0582], [0.6756, 0.8642, 0.8330], [0.3210, -0.6016, 0.1018], [-0.4571, 2.6556, 0.5240], [0.1878, 0.2884, 0.0037], [-1.1226, -0.7814, -0.0027], [-1.8826, -0.7761, -0.6914]],
  "mulliken_charge": [-0.17, -1.07, -0.46, -0.02, -0.29, -0.77, -0.53, -0.64, -0.62, -0.72, -0.17, -0.19, -0.25, -0.17, 0.16, 0.28, 0.48, 0.55, 0.56, 0.53, 0.36, 0.22, 0.34, 0.33, 0.50, 0.30, 0.33, 0.35, 0.54, 0.60, 0.23, 0.39],
  "de_lowest_kj_mol": 126.4,
  "charge": 1,
  "homo_ev": -12.41,
  "gap_ev": 7.1,
  "largest_force_ev_per_a": 4.23,
  "mol_weight_g_mol": 222.248
}